1.
Below is a 4-piece molecular cluster, C21H48F4N3O14PS overall, with properties calculated with ωB97M-V/def2-TZVPD.

**SMILES string**: CCOC[C@@]1(P(=O)(O)O)OS(=O)(=O)O[C@@]1(CC(N)(N)N)C(F)(F)C(F)F.COCCOC.COCCOC.COCCOC
**Total charge**: 0
**E_LUMO**: -0.01341 Ha
**Energy**: -3185.37130 Eh
**HOMO**: -9.06 eV
**Gap between HOMO and LUMO**: 0.3197 hartree
**Molecular weight**: 705.66 Da

Geometry (Å):
C (-5.018, -3.832, -3.526)
C (-5.188, -2.462, -2.705)
O (-4.192, -2.488, -1.671)
C (-3.440, -1.291, -1.586)
C (-1.860, -1.633, -1.675)
P (-1.630, -2.892, -0.294)
O (-1.848, -4.282, -0.899)
O (-0.136, -2.908, 0.457)
O (-2.783, -2.766, 0.959)
O (-1.865, -2.488, -2.875)
S (-1.798, -1.503, -4.208)
O (-3.052, -0.875, -4.712)
O (-1.141, -2.037, -5.437)
O (-1.065, -0.223, -3.402)
C (-0.813, -0.494, -1.984)
C (0.745, -0.750, -1.767)
C (1.384, -1.911, -2.631)
N (2.847, -1.916, -2.224)
N (1.428, -1.613, -4.100)
N (0.893, -3.272, -2.326)
C (-1.003, 0.972, -1.399)
F (-0.360, 1.897, -2.282)
F (-2.336, 1.424, -1.326)
C (-0.358, 1.219, 0.031)
F (0.870, 1.892, -0.137)
F (-1.122, 2.044, 0.860)
H (-5.479, -3.786, -4.552)
H (-3.916, -4.086, -3.655)
H (-5.452, -4.710, -2.946)
H (-5.076, -1.636, -3.461)
H (-6.253, -2.415, -2.308)
H (-3.724, -0.484, -2.318)
H (-3.606, -0.836, -0.551)
H (0.110, -3.810, 0.743)
H (-2.464, -2.064, 1.565)
H (1.377, 0.170, -1.990)
H (1.006, -0.999, -0.685)
H (2.867, -2.278, -1.261)
H (3.317, -2.568, -2.860)
H (2.302, -1.111, -4.306)
H (1.548, -2.533, -4.550)
H (0.363, -3.666, -3.114)
H (1.657, -3.900, -2.078)
H (-0.118, 0.291, 0.617)
C (1.587, 1.141, 5.731)
O (0.210, 0.996, 6.044)
C (-0.638, 1.535, 5.035)
C (-1.192, 0.443, 4.131)
O (-0.157, -0.181, 3.371)
C (0.252, -1.424, 3.926)
H (2.156, 0.476, 6.382)
H (1.801, 0.873, 4.692)
H (1.903, 2.171, 5.913)
H (-0.112, 2.298, 4.452)
H (-1.474, 2.023, 5.547)
H (-1.884, 0.898, 3.416)
H (-1.749, -0.301, 4.710)
H (-0.483, -2.197, 3.682)
H (0.379, -1.369, 5.009)
H (1.209, -1.697, 3.479)
C (6.733, -1.405, 4.338)
O (5.357, -1.552, 4.656)
C (4.504, -1.013, 3.652)
C (3.948, -2.106, 2.748)
O (4.978, -2.725, 1.984)
C (5.393, -3.967, 2.535)
H (7.305, -2.069, 4.987)
H (6.944, -1.671, 3.299)
H (7.048, -0.374, 4.520)
H (5.026, -0.249, 3.067)
H (3.670, -0.528, 4.168)
H (3.252, -1.651, 2.036)
H (3.394, -2.852, 3.329)
H (4.659, -4.742, 2.294)
H (5.525, -3.913, 3.617)
H (6.348, -4.236, 2.082)
C (-1.958, 4.580, -1.743)
O (-2.956, 5.592, -1.748)
C (-2.473, 6.838, -1.257)
C (-2.137, 7.793, -2.394)
O (-1.041, 7.317, -3.169)
C (-1.458, 6.687, -4.372)
H (-2.296, 3.761, -2.376)
H (-1.007, 4.950, -2.137)
H (-1.808, 4.205, -0.727)
H (-1.608, 6.688, -0.602)
H (-3.276, 7.277, -0.656)
H (-1.832, 8.753, -1.967)
H (-3.012, 7.971, -3.028)
H (-1.734, 7.447, -5.111)
H (-2.300, 6.011, -4.212)
H (-0.619, 6.109, -4.761)

Results of the Löwdin charge analysis, in e, for atoms 1 through 4: C -0.066; C -0.221; O -0.157; C -0.176



2.
Below is a 6-piece molecular cluster, C21H48N4O7 overall, with properties calculated with ωB97M-V/def2-TZVPD.

**SMILES string**: Cc1ccccc1CNC(=O)OCC(N)(N)N.CCO.CCO.CCO.CCO.CCO
**Total charge**: 0
**E_LUMO**: 0.01888 Ha
**Energy**: -1574.62282 Eh
**HOMO**: -8.91 eV
**Gap between HOMO and LUMO**: 0.3465 hartree
**Molecular weight**: 468.64 Da

Geometry (Å):
C (-1.463, -0.009, 4.320)
C (-0.733, -1.142, 3.638)
C (-1.456, -2.231, 3.159)
C (-0.820, -3.274, 2.496)
C (0.556, -3.237, 2.315)
C (1.288, -2.155, 2.789)
C (0.654, -1.106, 3.441)
C (1.455, 0.087, 3.907)
N (2.668, 0.329, 3.099)
C (2.543, 1.204, 2.005)
O (3.014, 2.312, 1.981)
O (1.969, 0.630, 0.906)
C (0.527, 0.673, 0.800)
C (0.046, 1.773, -0.163)
N (0.668, 3.072, 0.101)
N (-1.391, 1.828, 0.041)
N (0.266, 1.441, -1.555)
H (-1.499, 0.875, 3.675)
H (-0.997, 0.283, 5.262)
H (-2.493, -0.296, 4.529)
H (-2.532, -2.256, 3.283)
H (-1.405, -4.105, 2.126)
H (1.067, -4.035, 1.790)
H (2.359, -2.128, 2.630)
H (0.820, 0.977, 3.919)
H (1.787, -0.082, 4.933)
H (3.377, 0.755, 3.686)
H (0.046, 0.797, 1.770)
H (0.224, -0.296, 0.403)
H (0.662, 3.238, 1.104)
H (1.652, 3.020, -0.137)
H (-1.821, 2.259, -0.771)
H (-1.606, 2.410, 0.840)
H (-0.446, 0.782, -1.843)
H (1.182, 1.041, -1.722)
C (-4.489, -2.006, -0.415)
C (-3.391, -2.901, 0.129)
O (-3.777, -3.520, 1.361)
H (-4.752, -1.237, 0.313)
H (-4.172, -1.517, -1.338)
H (-5.391, -2.586, -0.629)
H (-2.500, -2.317, 0.354)
H (-3.117, -3.665, -0.601)
H (-4.556, -4.059, 1.193)
C (-1.897, -5.656, -4.312)
C (-2.514, -4.797, -3.225)
O (-1.610, -4.547, -2.153)
H (-1.559, -6.606, -3.898)
H (-2.615, -5.856, -5.108)
H (-1.031, -5.157, -4.754)
H (-3.369, -5.303, -2.778)
H (-2.865, -3.848, -3.646)
H (-0.844, -4.086, -2.511)
C (4.360, 5.127, -1.924)
C (3.413, 4.093, -2.505)
O (3.629, 2.798, -1.956)
H (5.396, 4.831, -2.094)
H (4.196, 6.106, -2.377)
H (4.212, 5.221, -0.846)
H (3.571, 3.989, -3.578)
H (2.373, 4.397, -2.345)
H (3.500, 2.852, -1.003)
C (5.289, -2.393, 0.887)
C (5.676, -1.015, 0.382)
O (4.608, -0.375, -0.303)
H (4.964, -3.022, 0.058)
H (6.128, -2.879, 1.389)
H (4.461, -2.321, 1.598)
H (6.493, -1.084, -0.336)
H (6.016, -0.389, 1.216)
H (3.873, -0.289, 0.313)
C (-4.992, 4.797, -2.971)
C (-3.688, 4.706, -2.203)
O (-3.337, 3.358, -1.897)
H (-5.801, 4.335, -2.404)
H (-5.255, 5.836, -3.172)
H (-4.915, 4.276, -3.928)
H (-3.771, 5.214, -1.243)
H (-2.878, 5.181, -2.765)
H (-3.238, 2.882, -2.727)

Results of the Löwdin charge analysis, in e, for atoms 1 through 4: C -0.044; C -0.232; C -0.042; C -0.082



3.
Below is a 3-piece molecular cluster, C21H48N8O6P2S overall, with properties calculated with ωB97M-V/def2-TZVPD.

**Total charge**: 0
**E_LUMO**: -0.02113 Ha
**Energy**: -2798.95871 Eh
**HOMO**: -8.01 eV
**Gap between HOMO and LUMO**: 0.2734 hartree
**Molecular weight**: 602.68 Da

Geometry (Å):
N (5.583, -3.109, -2.844)
C (6.039, -2.441, -3.683)
O (6.589, -1.447, -4.353)
O (5.515, -0.561, -4.670)
S (5.888, 0.971, -3.952)
O (6.832, 0.719, -2.909)
O (4.445, 1.391, -3.285)
C (3.848, 2.406, -4.174)
C (2.868, 3.293, -3.393)
C (1.384, 2.958, -3.711)
C (0.876, 1.711, -2.959)
N (-0.079, 0.912, -3.732)
C (-1.017, 0.120, -3.160)
C (-1.795, -0.489, -4.109)
C (-1.264, -0.042, -5.374)
C (-0.221, 0.791, -5.084)
H (4.677, 3.045, -4.511)
H (3.402, 1.878, -5.026)
H (3.012, 4.323, -3.750)
H (3.045, 3.251, -2.312)
H (0.779, 3.812, -3.377)
H (1.303, 2.900, -4.801)
H (1.676, 1.090, -2.532)
H (0.297, 2.075, -2.099)
H (-1.196, -0.068, -2.105)
H (-2.636, -1.161, -3.995)
H (-1.579, -0.280, -6.383)
H (0.419, 1.293, -5.799)
O (0.860, 2.261, 0.558)
P (0.780, 3.192, 1.753)
N (2.452, 3.610, 1.805)
C (3.265, 3.834, 2.979)
C (2.823, 4.562, 0.765)
N (0.352, 1.917, 2.888)
C (1.348, 1.272, 3.735)
C (-0.429, 0.835, 2.266)
N (0.335, 4.446, 2.938)
C (0.190, 4.253, 4.366)
C (-0.894, 5.116, 2.448)
H (3.061, 4.802, 3.463)
H (4.322, 3.830, 2.698)
H (3.172, 3.042, 3.716)
H (2.440, 5.570, 0.986)
H (2.425, 4.248, -0.203)
H (3.907, 4.622, 0.655)
H (2.201, 0.896, 3.157)
H (0.901, 0.432, 4.271)
H (1.707, 1.925, 4.531)
H (0.203, 0.130, 1.716)
H (-1.174, 1.234, 1.578)
H (-0.972, 0.275, 3.032)
H (-0.566, 3.508, 4.631)
H (-0.109, 5.202, 4.821)
H (1.136, 4.003, 4.844)
H (-1.764, 4.448, 2.495)
H (-0.763, 5.428, 1.405)
H (-1.115, 6.018, 3.021)
O (-1.268, -2.807, 0.734)
P (-2.422, -3.773, 0.567)
N (-3.665, -2.707, 1.108)
C (-4.835, -3.044, 1.886)
C (-4.016, -1.705, 0.106)
N (-1.869, -4.877, 1.827)
C (-2.404, -4.824, 3.181)
C (-0.406, -4.920, 1.964)
N (-3.587, -4.981, -0.027)
C (-4.064, -6.136, 0.706)
C (-3.115, -5.451, -1.352)
H (-5.607, -3.562, 1.296)
H (-5.289, -2.131, 2.279)
H (-4.602, -3.637, 2.765)
H (-4.589, -2.148, -0.723)
H (-3.118, -1.241, -0.306)
H (-4.612, -0.902, 0.544)
H (-2.347, -3.815, 3.609)
H (-1.850, -5.503, 3.834)
H (-3.430, -5.188, 3.241)
H (-0.018, -4.074, 2.542)
H (0.081, -4.917, 0.990)
H (-0.108, -5.843, 2.468)
H (-3.265, -6.821, 1.007)
H (-4.754, -6.696, 0.069)
H (-4.655, -5.855, 1.575)
H (-2.200, -6.051, -1.264)
H (-2.896, -4.595, -2.000)
H (-3.875, -6.046, -1.860)

Results of the Löwdin charge analysis, in e, for atoms 1 through 4: N 0.190; C -0.294; O -0.046; O -0.264



4.
Below is C21H48O3P2V as an isolated structure, with properties calculated with ωB97M-V/def2-TZVPD.

**⟨S²⟩**: 1.19
**Total charge**: +4
**E_LUMO (spin up / spin down)**: -0.65890 / -0.62139 Ha
**Energy**: -2679.51017 Eh
**HOMO (spin up / spin down)**: -22.34 / -22.36 eV
**Gap between HOMO and LUMO (spin up / spin down)**: 0.1619 / 0.2002 hartree
**Molecular weight**: 461.50 Da
**Spin multiplicity**: 2

Geometry (Å):
V (-0.488, 0.041, -0.499)
C (-1.074, 0.804, 1.109)
O (-1.352, 1.269, 2.160)
C (1.334, -0.403, -0.650)
O (2.480, -0.681, -0.721)
P (-0.589, -2.147, 0.771)
C (-1.906, -2.974, -0.255)
H (-2.044, -3.977, 0.181)
C (0.849, -3.330, 0.713)
H (1.256, -3.141, -0.297)
C (-1.248, -2.171, 2.513)
H (-2.073, -1.438, 2.456)
C (0.113, 3.749, 0.033)
P (0.374, 2.228, -0.975)
H (-0.727, 2.780, -3.031)
H (-0.917, 3.621, 0.404)
C (1.779, 2.665, -2.088)
H (1.522, 3.680, -2.433)
C (1.951, -2.986, 1.718)
H (2.879, -3.485, 1.408)
H (1.719, -3.345, 2.728)
H (2.156, -1.908, 1.762)
C (0.454, -4.804, 0.812)
H (0.112, -5.075, 1.818)
H (1.335, -5.421, 0.587)
H (-0.322, -5.086, 0.095)
C (-1.830, -3.524, 2.927)
H (-2.467, -3.974, 2.158)
H (-2.463, -3.380, 3.814)
H (-1.051, -4.247, 3.201)
C (-0.243, -1.649, 3.542)
H (-0.787, -1.339, 4.444)
H (0.314, -0.775, 3.180)
H (0.481, -2.412, 3.848)
C (-3.237, -2.225, -0.144)
H (-3.627, -2.217, 0.883)
H (-3.980, -2.712, -0.792)
H (-3.158, -1.177, -0.475)
C (-1.440, -3.140, -1.703)
H (-1.310, -2.173, -2.215)
H (-2.204, -3.704, -2.256)
H (-0.492, -3.689, -1.773)
C (0.197, 5.020, -0.815)
H (-0.420, 4.976, -1.720)
H (1.231, 5.251, -1.104)
H (-0.168, 5.859, -0.209)
C (1.015, 3.864, 1.262)
H (2.083, 3.881, 1.021)
C (-1.304, 0.714, -2.680)
H (0.834, 3.053, 1.975)
H (0.778, 4.806, 1.775)
C (-2.349, 2.762, -1.587)
H (-1.641, -0.038, -1.899)
H (-2.193, 0.777, -3.320)
H (-0.522, 0.305, -3.335)
C (-1.064, 2.160, -2.183)
H (-3.206, 2.429, -2.191)
H (-2.336, 3.858, -1.598)
H (-2.524, 2.422, -0.551)
C (1.865, 1.736, -3.294)
H (2.118, 0.715, -2.977)
H (2.662, 2.110, -3.950)
H (0.938, 1.718, -3.875)
C (3.114, 2.715, -1.342)
H (3.370, 1.729, -0.929)
H (3.136, 3.452, -0.531)
H (3.898, 2.997, -2.060)
H (-3.731, -0.156, -2.737)
H (-3.906, -0.875, -2.605)
C (3.360, 0.893, 1.978)
O (1.949, 0.648, 2.020)
H (3.799, 0.130, 1.330)
H (3.805, 0.804, 2.978)
H (3.587, 1.880, 1.548)
H (1.546, 1.275, 2.642)

Results of the Löwdin charge analysis, in e, for atoms 1 through 4: V 0.561; C -0.076; O 0.268; C -0.102